# 1
Below is a molecular structure, C46H62CsN6O5PS in a non-equilibrium geometry, with properties calculated with the ωB97M-V functional and the def2-TZVPD basis.

Geometry as XYZ:
```
122
Properties=species:S:1:pos:R:3:mulliken_charge:R:1
Cs 1.507 0.125 0.795 1.13
S 4.327 -4.985 0.379 -0.50
P -0.497 3.240 2.377 0.22
O -4.902 -3.435 -4.305 -0.71
O 2.361 -0.354 -1.659 -0.77
O -1.355 0.138 -1.941 -0.49
O 1.089 0.710 -3.180 -1.01
O 4.603 1.396 -1.642 -0.33
N 2.294 -3.401 0.611 -0.02
N -3.027 -2.328 -4.926 0.37
N -1.776 -1.642 5.135 -0.02
N 0.388 1.995 2.401 -0.52
N -1.258 -1.612 2.999 -0.03
N -1.951 -2.647 -0.782 -0.09
C -2.455 1.671 1.136 -1.99
C -2.887 -4.047 -6.700 -1.15
C -4.210 -2.019 -0.334 -0.46
C -0.339 3.219 5.161 -1.94
C 5.687 1.029 -5.120 -0.47
C -1.907 3.108 1.065 2.48
C -2.467 2.513 4.194 -2.43
C 3.056 -5.139 -0.786 0.78
C -2.206 -1.379 3.870 0.20
C 5.720 1.308 -3.761 -0.85
C -3.084 4.087 1.139 -1.98
C -0.306 6.098 1.553 -1.90
C 4.521 0.559 -5.700 -0.83
C -0.464 -2.069 5.041 -0.60
C -2.898 -2.253 0.063 -0.40
C 2.056 -4.203 -0.487 -1.08
C 1.481 4.485 0.860 -2.06
C 3.979 -2.977 2.358 0.64
C -3.320 -2.639 -6.320 -0.88
C 5.089 -1.645 4.485 -0.49
C 1.792 -5.917 -2.652 -0.69
C -0.580 -1.819 -5.005 -0.25
C -3.593 -0.927 3.563 -0.66
C -3.553 -2.581 -2.558 0.66
C 2.931 -6.000 -1.872 -0.66
C 3.423 -3.673 1.172 0.29
C -1.979 -1.337 -4.660 -0.40
C -1.251 3.240 -0.316 -2.10
C -0.161 -2.054 3.716 -0.22
C 0.909 -4.130 -1.279 0.07
C 4.594 1.098 -2.972 0.99
C 2.176 0.293 -2.701 0.37
C 3.413 0.610 -3.538 0.18
C 3.398 0.368 -4.903 -0.10
C 3.810 -1.342 4.033 -0.43
C -2.278 -2.797 -2.059 -0.16
C 5.274 -3.307 2.781 -0.66
C 1.321 5.206 3.194 -2.02
C -1.362 3.567 4.071 2.52
C 3.166 -1.995 2.959 -0.43
C 0.787 -4.988 -2.355 -0.33
C -3.892 -2.804 -3.998 0.19
C 0.479 4.848 1.964 2.31
C -4.545 -2.195 -1.665 -0.91
C 5.834 -2.644 3.859 -0.64
C -1.961 4.946 4.355 -1.97
H 3.280 -0.541 4.552 0.41
H -2.476 4.929 5.326 0.50
H -1.814 -4.175 -6.554 0.27
H -2.012 -1.028 -3.617 0.07
H -3.686 3.938 2.037 0.34
H -1.194 5.721 4.415 0.31
H -3.610 -0.518 2.556 -0.30
H 0.342 4.042 5.376 0.33
H 6.626 1.695 -3.302 0.26
H 0.247 2.353 4.843 0.35
H 4.482 0.342 -6.760 0.37
H -1.680 0.986 1.493 0.24
H 0.797 -2.255 3.243 0.33
H -3.745 3.924 0.278 0.47
H -3.323 2.719 3.552 0.17
H 0.150 -1.093 -4.642 -0.08
H 0.128 -2.310 5.907 0.45
H 0.141 -3.412 -1.019 0.87
H -2.769 5.131 1.112 0.27
H -2.779 1.348 0.142 0.65
H 2.283 5.234 0.840 0.52
H 6.575 1.188 -5.720 0.34
H 0.723 5.636 3.999 0.29
H -3.922 -0.140 4.246 0.40
H -4.308 -1.753 3.620 0.36
H -5.555 -2.040 -2.024 0.48
H -0.101 -4.944 -2.976 0.45
H -0.334 2.650 -0.361 0.35
H -2.830 2.493 5.231 0.70
H -0.364 -2.772 -4.518 -0.03
H -1.011 4.274 -0.567 0.20
H -0.812 5.971 0.596 0.28
H -2.798 -1.899 -6.929 0.43
H 0.387 6.943 1.440 0.49
H -2.570 -2.102 1.086 0.29
H 1.908 3.501 1.067 0.27
H -2.297 -1.487 5.976 0.18
H 5.862 -4.068 2.274 0.26
H 2.466 0.023 -5.335 0.35
H -1.927 2.851 -1.081 0.63
H -0.870 2.980 6.092 0.55
H -3.122 -4.253 -7.747 0.39
H -4.945 -1.693 0.391 0.48
H 5.486 1.682 -1.391 0.23
H -2.067 1.528 3.942 0.31
H 5.517 -1.101 5.325 0.35
H 1.031 4.457 -0.130 0.26
H 2.068 5.955 2.905 0.63
H 1.841 4.325 3.574 0.36
H 6.834 -2.890 4.199 0.35
H -2.220 -0.445 -5.251 0.42
H -1.165 -0.438 -1.195 -0.06
H -0.446 -1.953 -6.082 0.41
H -3.312 1.604 1.806 0.28
H -1.053 6.387 2.295 0.21
H -0.473 0.365 -2.346 0.45
H -4.392 -2.523 -6.489 0.45
H -2.691 5.255 3.606 0.26
H 3.708 -6.719 -2.105 0.36
H -1.473 -3.096 -2.725 0.36
H -3.412 -4.776 -6.083 0.30
H 1.678 -6.577 -3.504 0.36
```

For the orbital gap, the calculation gives 0.1933 hartree. For the LUMO energy, the calculation gives 0.13677 Eh. Its HOMO energy is -0.056 Ha. Its total charge is -2.

# 2
Below is a molecular structure, C46H62HfN2O3SSeSi, with properties calculated with the ωB97M-V functional and the def2-TZVPD basis.

Geometry as XYZ:
```
117
Properties=species:S:1:pos:R:3:mulliken_charge:R:1
Hf -1.080 0.152 -1.549 1.42
Se 1.227 1.156 -0.116 0.10
S -4.988 -2.446 -2.654 -0.38
Si -2.258 3.168 -2.669 0.45
O -0.011 -1.473 -0.913 -0.38
O -1.697 0.790 0.309 -0.60
O -1.207 1.923 -2.499 -0.68
N 1.041 0.159 -2.929 0.61
N -1.559 -0.839 -3.895 0.19
C 5.133 -1.021 2.953 -2.13
C 2.874 -0.786 1.202 -0.41
C -3.997 2.505 -2.861 -0.95
C 1.773 -0.618 0.378 0.90
C 0.032 4.823 4.926 -1.66
C 1.792 -5.192 -0.945 -1.73
C 0.688 3.445 4.768 2.12
C -4.202 2.011 1.394 -1.39
C 3.339 0.197 -4.531 1.08
C 1.034 -1.703 -0.124 0.08
C 1.718 -0.960 -3.198 -0.07
C 2.545 -3.126 1.063 -0.42
C -3.421 1.458 2.597 2.68
C 2.854 -0.983 -3.986 -1.41
C -1.778 4.131 -4.203 -1.25
C -2.241 -2.153 -6.252 -0.61
C 0.440 2.615 6.035 -1.59
C 2.634 1.363 -4.240 -0.95
C 1.508 1.303 -3.446 -0.35
C 1.443 -3.007 0.223 0.51
C 0.827 2.321 2.472 -0.52
C -3.459 -1.640 -2.745 0.72
C -2.650 -1.628 -3.949 0.98
C -5.245 -1.813 -1.088 -0.66
C 4.464 -2.320 2.500 2.11
C -1.163 -1.280 -6.219 -1.16
C -1.161 1.401 1.371 -0.10
C -1.934 1.799 2.493 -0.11
C -3.144 -0.910 -1.628 -0.20
C 0.757 -4.310 -0.228 2.13
C -2.152 4.257 -1.151 -0.70
C 0.084 2.728 3.562 -0.57
C -0.865 -0.658 -5.024 -0.36
C 4.559 0.222 -5.404 -1.53
C -0.436 -4.152 -1.180 -1.99
C 2.196 3.645 4.616 -2.04
C 0.211 1.670 1.411 0.38
C 0.244 -5.047 1.020 -1.77
C 3.978 -3.069 3.749 -1.61
C -2.994 -2.322 -5.111 -1.13
C -4.068 2.052 3.850 -2.46
C -4.208 -1.031 -0.680 -0.75
C -1.284 2.447 3.532 -0.52
C 5.512 -3.172 1.771 -1.67
C 3.279 -2.058 1.573 -0.72
C -3.537 -0.072 2.708 -1.62
H -2.187 3.640 -0.249 -0.02
H 3.400 0.093 1.550 0.47
H -2.499 -2.682 -7.161 0.43
H -0.155 -3.668 -2.117 0.26
H -0.813 -5.150 -1.418 0.59
H -3.119 -0.404 3.661 0.39
H 4.815 -3.263 4.425 0.46
H -4.707 3.316 -3.046 0.51
H -0.762 4.524 -4.117 0.29
H 3.358 -1.925 -4.163 0.43
H 2.174 -4.686 -1.835 0.31
H -1.820 3.491 -5.088 0.28
H -4.059 1.805 -3.698 0.26
H -0.560 -1.084 -7.094 0.48
H 1.329 -6.130 -1.259 0.49
H 6.361 -3.374 2.427 0.47
H -4.211 -0.542 0.278 0.52
H -1.221 4.829 -1.130 0.31
H -3.620 1.667 4.768 0.44
H -5.252 1.715 1.462 0.51
H -3.860 -2.969 -5.107 0.47
H -4.321 1.974 -1.962 0.15
H -4.005 3.143 3.860 0.41
H 0.930 2.186 -3.206 0.22
H 0.866 3.118 6.907 0.46
H 1.320 -1.868 -2.764 0.07
H 5.098 -4.130 1.453 0.30
H -2.982 4.967 -1.102 0.39
H 5.525 -0.454 2.106 0.38
H -4.160 3.104 1.396 0.38
H 5.878 -2.652 0.883 0.35
H 1.892 2.502 2.417 0.51
H -6.150 -2.047 -0.550 0.48
H 4.270 0.309 -6.453 0.29
H 2.720 2.691 4.526 0.30
H 0.901 1.630 5.945 0.35
H -0.228 -5.989 0.731 0.49
H -1.045 4.738 5.075 0.30
H 3.526 -4.028 3.491 0.31
H 1.048 -5.273 1.721 0.29
H 0.451 5.346 5.790 0.48
H -2.993 -0.574 1.912 0.19
H 5.969 -1.254 3.614 0.44
H 2.852 -4.127 1.344 0.35
H 4.438 -0.384 3.505 0.38
H -4.585 -0.383 2.673 0.39
H -0.498 -4.438 1.540 0.35
H -2.449 4.977 -4.370 0.35
H 3.232 -2.479 4.284 0.35
H -5.125 1.780 3.862 0.49
H -3.803 1.657 0.450 -0.10
H 2.643 -5.435 -0.307 0.29
H -0.626 2.472 6.219 0.30
H -1.245 -3.575 -0.738 0.25
H -1.876 2.754 4.384 0.47
H 2.964 2.319 -4.626 0.45
H 5.146 -0.687 -5.291 0.37
H 2.434 4.254 3.742 0.38
H 0.202 5.434 4.038 0.35
H 2.587 4.159 5.497 0.45
H -0.035 0.030 -4.974 0.52
H 5.191 1.078 -5.167 0.39
```

For the orbital gap, the calculation gives 0.2878 hartree. For the LUMO energy, the calculation gives 0.00606 Eh. Its HOMO energy is -0.282 Ha.

# 3
Below is a molecular structure, C46H63FN5O3Pb, with properties calculated with the ωB97M-V functional and the def2-TZVPD basis.

Geometry as XYZ:
```
119
Properties=species:S:1:pos:R:3:mulliken_charge:R:1
Pb 0.358 0.265 1.795 1.49
F -0.472 1.054 3.608 -0.85
O -2.378 1.050 0.894 0.69
O -1.182 2.454 -0.477 -0.38
O 2.112 -0.648 0.193 -0.68
N -0.886 -1.831 2.656 1.11
N 8.692 1.207 3.092 -0.59
N 6.582 0.108 3.180 -0.21
N 2.327 0.171 3.362 0.23
N -1.058 -1.318 -0.374 1.31
C 3.191 -0.842 3.222 0.13
C -5.594 0.033 -1.570 -0.86
C 7.366 1.163 2.989 -0.19
C -4.715 1.290 0.343 -0.01
C -1.864 -0.636 -1.412 -1.51
C 4.138 -1.164 4.178 -0.13
C -4.933 2.224 1.542 2.35
C -6.747 -0.378 -2.486 1.94
C 3.274 0.658 5.482 -1.05
C -6.430 0.074 -3.920 -1.62
C 2.865 0.541 -1.719 -0.52
C 4.881 0.582 -0.199 -1.64
C 0.039 -2.021 -1.069 -1.04
C 2.360 0.910 4.474 -0.56
C -1.180 -2.838 1.619 -1.42
C 3.034 2.268 0.079 -1.33
C 3.830 1.432 -0.938 2.79
C 8.567 -1.105 3.636 -0.75
C 1.004 -1.142 -6.027 -2.10
C 1.604 1.272 -5.819 -1.55
C -3.475 0.766 0.024 -0.13
C 0.981 -1.033 -3.163 -0.40
C 1.901 -0.216 -3.848 -0.69
C 2.788 0.577 -3.087 -0.47
C -3.231 -0.111 -1.026 0.47
C 1.998 -0.407 -1.039 0.40
C -5.762 0.898 -0.496 -0.18
C -2.126 -1.366 3.305 -1.13
C 9.283 0.059 3.418 -0.20
C -1.862 -2.293 0.371 -0.97
C -0.008 -2.419 3.678 -1.43
C 0.992 -1.118 -1.799 0.28
C 6.367 -2.253 3.727 -0.74
C 4.165 -0.391 5.333 0.06
C -4.316 -0.467 -1.810 -0.51
C -8.074 0.252 -2.063 -2.15
C -4.028 3.469 1.430 -1.48
C -6.903 -1.906 -2.452 -1.60
C -1.359 1.770 0.467 -0.42
C 7.186 -1.038 3.512 0.93
C -4.625 1.464 2.847 -1.41
C 1.964 -0.152 -5.364 1.90
C 3.397 -0.489 -5.816 -1.56
C 4.576 2.404 -1.855 -2.46
C 5.062 -2.310 3.973 -1.08
C -6.388 2.701 1.608 -2.40
H -0.394 -2.734 -1.785 0.45
H 6.871 2.090 2.717 0.46
H -4.452 4.287 2.015 0.47
H 1.126 -1.087 -7.110 0.44
H -7.086 1.869 1.728 0.43
H -8.366 -0.059 -1.057 0.41
H 4.424 -0.099 0.516 0.21
H 1.661 1.332 -6.908 0.46
H -4.150 -1.154 -2.633 0.61
H -0.474 -3.300 4.135 0.40
H 0.941 -2.719 3.230 0.33
H 0.589 1.536 -5.514 0.35
H 0.245 -1.604 -3.714 0.51
H 5.561 1.245 0.342 0.41
H -3.944 3.810 0.396 0.30
H 6.915 -3.188 3.662 0.35
H 4.891 -0.612 6.106 0.51
H 2.228 2.827 -0.403 0.33
H -2.820 -0.972 2.564 0.10
H 1.210 -2.170 -5.721 0.41
H 3.154 -1.377 2.276 0.56
H -1.263 0.184 -1.810 0.40
H -6.502 3.352 2.475 0.49
H -6.003 -2.416 -2.805 0.31
H -3.027 3.285 1.820 0.18
H -2.607 -2.198 3.836 0.42
H -8.859 -0.071 -2.749 0.45
H -6.670 3.274 0.721 0.47
H 3.701 2.979 0.572 0.48
H -0.041 -0.910 -5.804 0.39
H -8.035 1.343 -2.096 0.40
H 5.212 1.882 -2.574 0.41
H -3.560 1.255 2.954 0.13
H 3.445 1.244 -3.624 0.59
H 3.892 3.062 -2.398 0.45
H 0.183 -1.679 4.456 0.32
H 4.123 0.243 -5.456 0.32
H -4.929 2.070 3.705 0.48
H -1.887 -0.566 4.001 0.31
H -7.732 -2.210 -3.095 0.45
H 3.443 -0.496 -6.906 0.47
H 5.472 -0.003 -0.908 0.40
H -0.242 -3.331 1.357 0.55
H -2.031 -1.331 -2.248 0.52
H -5.182 0.524 2.886 0.31
H 0.615 -2.588 -0.339 0.37
H -6.265 1.153 -3.958 0.37
H -7.115 -2.250 -1.436 0.36
H 2.289 2.015 -5.404 0.32
H -6.747 1.290 -0.296 0.73
H 1.617 1.693 4.554 0.52
H -1.833 -3.612 2.045 0.41
H 10.364 0.077 3.505 0.40
H 3.284 1.277 6.368 0.46
H -2.121 -3.150 -0.269 0.36
H 2.606 1.636 0.857 -0.06
H 9.063 -2.031 3.897 0.40
H -7.265 -0.169 -4.583 0.46
H 5.224 3.034 -1.244 0.47
H 4.605 -3.293 4.058 0.46
H -2.802 -1.819 0.648 0.37
H -5.538 -0.421 -4.312 0.32
H 3.699 -1.475 -5.454 0.36
```

For the orbital gap (spin up / spin down), the calculation gives 0.2158 / 0.2628 hartree. For the LUMO energy (spin up / spin down), the calculation gives -0.16677 / -0.13431 Eh. Its HOMO energy (spin up / spin down) is -0.383 / -0.397 Ha. Its total charge is +1.

Total energy values, unit a.u., following the record order: -3254.51839 -5262.73615 -2582.64235.